Record 1
{
  "formula": "C5H6O",
  "method": "ωB97M-V/def2-TZVPD",
  "multiplicity": 1,
  "relative_energy_kcal_mol": 60.6,
  "smiles": "C#C[C@@H]1C[C@H]1O",
  "e_tot_ha": -269.2497,
  "symbols": ["C", "C", "C", "C", "C", "H", "H", "H", "H", "H", "H", "O"],
  "positions_angstrom": [[-0.25388, -1.02356, 0.07384], [0.96492, -0.51946, 0.74607], [-0.11032, 0.45376, 0.30247], [0.23226, 1.36974, -0.75092], [0.48308, 2.16691, -1.60525], [-0.90602, -2.56201, 0.98052], [-0.21370, -1.35433, -0.94502], [1.09377, -0.79021, 1.81550], [1.91882, -0.48416, 0.23011], [-0.72525, 0.86383, 1.12579], [0.78700, 2.86563, -2.37225], [-1.23138, -1.65289, 0.82102]]
}

Record 2
{
  "formula": "C13H7Cl2IrN3O3Rh",
  "method": "ωB97M-V/def2-TZVPD",
  "total_charge": 4,
  "multiplicity": 9,
  "e_tot_ha": -2022.8042,
  "symbols": ["Ir", "Rh", "Cl", "Cl", "C", "C", "C", "O", "O", "O", "N", "C", "C", "C", "C", "C", "C", "C", "N", "C", "C", "N", "C", "H", "H", "H", "H", "H", "H", "H"],
  "positions_angstrom": [[-0.03402, -0.69832, -7.06359], [0.53033, 1.24916, -2.48664], [-0.67527, -1.40922, -5.10530], [1.08256, 2.90923, -3.98770], [1.07424, 2.65452, -1.49437], [-0.14789, -2.50049, -7.53235], [0.42412, 0.78896, -8.05679], [1.48266, 3.68898, -1.13963], [-0.19430, -3.67065, -7.59672], [0.76989, 1.79962, -8.54228], [-0.44039, 0.89150, 7.77759], [-0.42432, 0.64804, 6.62896], [-0.41177, 0.33493, 5.22892], [-0.65630, 1.34819, 4.29654], [-0.64305, 1.05265, 2.92915], [-0.38431, -0.26502, 2.51462], [-0.18889, -1.28995, 3.43693], [-0.17166, -0.98743, 4.80650], [-0.21472, -0.52087, 1.14177], [0.11028, -1.74076, 0.53184], [0.33587, -1.46012, -0.79306], [0.18227, -0.08064, -1.01090], [-0.16987, 0.43436, 0.17107], [-0.85370, 2.37535, 4.62179], [-0.82150, 1.84211, 2.20371], [-0.02228, -2.31680, 3.10985], [0.02650, -1.76328, 5.54200], [0.18026, -2.66635, 1.09009], [0.59587, -2.11606, -1.59805], [-0.34055, 1.46833, 0.37600]]
}

Record 3
{
  "formula": "C6H8N2",
  "method": "ωB97M-V/def2-TZVPD",
  "multiplicity": 1,
  "relative_energy_kcal_mol": 119.9,
  "smiles": "CC1=N[C@H]1C1=N[C@@H]1C",
  "e_tot_ha": -342.7428,
  "symbols": ["C", "C", "C", "C", "C", "C", "N", "N", "H", "H", "H", "H", "H", "H", "H", "H"],
  "positions_angstrom": [[0.72017, 0.95281, -0.49395], [-0.18998, -0.15668, 1.90119], [0.75850, 0.68000, 1.29484], [1.05885, 0.35798, -1.71406], [-1.59000, -0.34917, 2.39852], [0.18874, -0.61170, -2.50642], [0.48869, 1.71659, -1.42191], [1.02500, -0.64109, 1.79922], [1.17412, 1.48809, 1.85533], [2.13205, 0.38590, -2.05233], [-2.06423, -0.46623, 1.38904], [-2.00574, 0.60022, 2.86689], [-1.49152, -1.26938, 2.97636], [0.17115, -0.48689, -3.56944], [-0.92694, -0.49567, -2.24463], [0.55113, -1.70478, -2.47863]]
}

Record 4
{
  "formula": "C5H12O2",
  "method": "ωB97M-V/def2-TZVPD",
  "multiplicity": 1,
  "relative_energy_kcal_mol": 99.8,
  "e_tot_ha": -348.0458,
  "symbols": ["C", "C", "C", "O", "C", "C", "O", "H", "H", "H", "H", "H", "H", "H", "H", "H", "H", "H", "H"],
  "positions_angstrom": [[-1.92500, 1.55362, 1.20168], [-0.98097, 0.36043, 1.09439], [-0.26883, 0.28391, -0.25360], [0.51067, 1.39698, -0.55831], [0.79039, -0.98762, -0.13226], [0.93732, -1.35607, -1.54858], [1.98976, -0.52204, 0.34163], [-1.37939, 2.48626, 1.02815], [-2.73237, 1.49143, 0.46062], [-2.38432, 1.59832, 2.19527], [-0.20078, 0.40658, 1.86698], [-1.52996, -0.58054, 1.24775], [-1.01807, 0.18109, -1.06618], [1.36210, 1.17305, -0.12403], [0.34221, -1.79527, 0.47620], [1.19724, -0.52875, -2.20606], [2.45028, -1.82333, -1.40044], [0.17577, -2.03020, -1.97537], [2.72825, -1.23025, -0.50638]]
}

Record 5
{
  "formula": "C40H94AlB2N6O20",
  "method": "ωB97M-V/def2-TZVPD",
  "total_charge": 1,
  "multiplicity": 1,
  "relative_energy_kcal_mol": 33.6,
  "e_tot_ha": -3705.4189,
  "symbols": ["Al", "B", "H", "H", "H", "H", "O", "C", "O", "B", "O", "C", "O", "O", "C", "O", "C", "O", "O", "C", "O", "C", "C", "N", "C", "C", "O", "C", "H", "H", "H", "H", "H", "H", "H", "H", "H", "H", "H", "H", "H", "H", "H", "C", "O", "C", "C", "N", "C", "C", "O", "C", "H", "H", "H", "H", "H", "H", "H", "H", "H", "H", "H", "H", "H", "H", "H", "C", "O", "C", "C", "N", "C", "C", "O", "C", "H", "H", "H", "H", "H", "H", "H", "H", "H", "H", "H", "H", "H", "H", "H", "C", "O", "C", "C", "N", "C", "C", "O", "C", "H", "H", "H", "H", "H", "H", "H", "H", "H", "H", "H", "H", "H", "H", "H", "C", "O", "C", "C", "N", "C", "C", "O", "C", "H", "H", "H", "H", "H", "H", "H", "H", "H", "H", "H", "H", "H", "H", "H", "C", "O", "C", "C", "N", "C", "C", "O", "C", "H", "H", "H", "H", "H", "H", "H", "H", "H", "H", "H", "H", "H", "H", "H"],
  "positions_angstrom": [[27.00689, 23.90413, 17.08766], [25.38758, 25.52356, 15.36936], [24.67412, 24.64398, 15.24737], [26.42231, 25.12424, 15.05042], [25.09129, 26.41775, 14.71866], [25.52783, 25.99218, 16.41414], [27.72091, 23.25616, 13.88629], [28.07556, 23.03123, 12.75167], [27.58406, 22.24472, 11.83605], [28.34113, 22.50716, 10.55788], [29.37100, 23.51550, 10.88850], [29.24282, 23.82729, 12.14956], [29.91372, 24.69030, 12.68053], [28.97092, 21.22889, 10.15137], [28.44163, 20.81155, 9.04260], [28.60846, 19.69388, 8.60675], [27.45364, 21.87952, 8.55516], [27.41153, 22.83812, 9.47094], [26.85723, 21.87204, 7.51546], [31.45214, 21.34487, 13.00409], [30.79619, 22.08231, 14.02012], [31.58734, 22.52117, 15.11205], [30.60333, 22.87448, 16.20703], [29.68172, 23.91831, 15.75485], [30.22293, 25.26852, 15.80886], [29.13090, 26.26790, 15.42079], [28.22982, 26.43482, 16.51144], [27.51017, 27.68322, 16.47205], [30.80321, 21.20445, 12.13851], [31.63937, 20.30717, 13.29620], [32.37308, 21.83150, 12.68108], [32.25225, 23.34006, 14.82786], [32.20260, 21.69563, 15.48353], [31.19537, 23.22353, 17.05835], [30.08069, 22.00824, 16.61066], [29.55406, 23.73326, 14.75807], [31.04956, 25.36436, 15.09961], [30.62956, 25.52553, 16.78762], [28.49787, 25.92879, 14.59740], [29.59565, 27.21148, 15.12670], [26.72826, 27.65982, 15.71405], [28.18119, 28.53910, 16.41718], [26.97419, 27.71065, 17.42094], [24.68110, 17.71038, 15.26016], [25.09366, 19.05939, 15.35871], [24.70018, 19.76467, 14.16952], [25.23286, 21.23742, 14.30472], [24.99416, 21.75926, 15.67904], [23.58040, 22.13295, 15.91332], [22.83073, 21.02588, 16.71519], [23.59283, 20.51004, 17.76329], [23.15084, 19.28008, 18.26785], [23.60629, 17.49925, 15.25746], [24.99840, 17.10356, 16.11063], [25.08637, 17.21491, 14.37482], [23.61531, 19.73793, 14.04961], [25.17584, 19.29590, 13.30603], [24.67285, 21.80241, 13.56002], [26.30482, 21.22023, 14.12793], [25.02044, 20.90144, 16.22872], [23.00664, 22.33449, 15.00924], [23.56356, 23.01489, 16.55753], [22.51088, 20.21459, 16.05130], [21.85533, 21.44294, 16.99331], [23.33400, 18.39219, 17.65847], [22.08506, 19.26534, 18.51375], [23.63448, 19.07539, 19.22564], [28.36068, 20.23714, 15.82938], [27.87889, 20.94742, 16.96345], [27.45272, 20.02664, 17.93654], [26.86359, 20.64623, 19.21085], [25.77179, 21.58196, 18.85823], [25.41190, 22.30354, 20.08798], [24.24175, 23.18996, 19.71672], [24.63187, 24.25972, 18.83923], [23.51389, 25.09463, 18.57552], [29.28244, 19.67494, 16.00824], [28.60099, 20.86840, 14.97391], [27.60803, 19.51736, 15.49961], [28.28246, 19.36589, 18.21779], [26.75643, 19.26089, 17.57309], [27.72382, 21.06173, 19.73885], [26.48616, 19.80461, 19.79734], [24.94670, 20.99810, 18.70165], [26.31568, 22.85705, 20.35522], [25.17713, 21.72912, 20.98949], [23.94338, 23.58826, 20.69367], [23.34522, 22.72512, 19.30373], [23.85964, 25.89687, 17.92689], [23.02031, 25.46901, 19.47546], [22.70210, 24.59097, 18.03975], [22.07096, 29.42882, 18.22354], [21.46734, 29.08894, 16.98218], [22.34099, 29.26524, 15.89279], [21.60779, 28.91690, 14.62875], [20.96076, 27.58428, 14.58730], [21.95783, 26.56532, 14.31602], [21.39134, 25.16220, 14.66257], [20.95544, 25.16144, 16.01529], [20.11512, 24.06950, 16.23830], [21.33854, 29.44141, 19.03046], [22.53437, 30.41581, 18.19534], [22.74297, 28.60882, 18.49224], [23.30267, 28.74694, 16.00837], [22.70698, 30.29743, 15.83136], [22.25384, 28.89486, 13.75064], [20.86087, 29.69109, 14.44649], [20.63053, 27.39764, 15.53192], [22.80826, 26.69051, 15.01186], [22.38502, 26.64998, 13.31703], [22.15416, 24.40795, 14.46183], [20.51163, 24.99166, 14.03582], [20.53950, 23.10543, 15.94179], [19.17763, 24.27233, 15.70764], [19.78266, 23.96709, 17.27313], [23.52979, 29.22193, 9.78015], [22.39094, 28.45258, 9.45272], [22.06530, 27.41529, 10.34586], [23.18386, 26.38067, 10.56257], [22.75179, 25.30117, 11.45317], [23.91271, 24.56226, 12.00561], [24.51521, 23.46641, 11.08636], [23.55499, 22.43016, 10.92388], [24.19533, 21.38486, 10.20173], [23.39616, 29.55910, 10.81348], [23.52133, 30.05071, 9.07486], [24.46838, 28.67576, 9.66642], [21.19081, 26.90810, 9.93543], [21.72064, 27.77790, 11.32166], [24.05628, 26.85336, 11.01811], [23.51623, 25.90272, 9.63527], [22.21942, 24.61486, 10.92833], [23.54163, 24.01602, 12.87790], [24.62190, 25.26690, 12.44021], [25.37575, 23.08402, 11.64032], [24.86083, 23.89390, 10.14253], [24.55360, 21.68104, 9.21365], [23.38350, 20.66762, 10.07338], [25.01725, 20.94134, 10.77062], [27.29352, 27.25421, 10.90470], [26.33986, 28.14048, 11.46193], [26.31845, 28.01359, 12.87778], [25.14454, 28.83202, 13.43062], [25.18036, 30.26630, 13.11543], [26.41925, 30.93897, 13.52598], [26.36898, 32.40408, 13.06920], [26.01470, 32.50035, 11.72346], [26.02972, 33.84431, 11.30505], [27.25002, 26.19220, 11.16829], [28.32289, 27.56652, 11.09897], [27.09314, 27.27747, 9.83301], [27.31262, 28.33472, 13.20575], [26.16191, 26.99115, 13.23144], [25.06191, 28.66464, 14.50620], [24.26478, 28.41979, 12.93171], [25.16710, 30.25336, 12.10006], [27.30903, 30.48358, 13.07870], [26.55299, 30.87396, 14.60717], [27.35938, 32.82355, 13.27773], [25.61682, 32.93515, 13.66342], [25.80621, 33.94373, 10.24168], [27.03624, 34.27274, 11.33500], [25.28550, 34.42547, 11.85339]]
}

Record 6
{
  "formula": "C2H5NO2",
  "method": "ωB97M-V/def2-TZVPD",
  "multiplicity": 1,
  "relative_energy_kcal_mol": 25.7,
  "smiles": "NCC(=O)O",
  "e_tot_ha": -284.4265,
  "symbols": ["C", "C", "H", "H", "H", "H", "H", "N", "O", "O"],
  "positions_angstrom": [[0.07308, -0.73129, -0.08568], [-1.38698, 0.11228, 0.00647], [1.98558, 0.13935, -0.69981], [1.70300, 0.22233, 0.93511], [0.18308, -1.26359, 0.79093], [0.17537, -1.34101, -0.89734], [-0.34944, 1.74573, 0.00710], [1.24592, 0.27661, -0.00318], [-2.38521, -0.53705, 0.01296], [-1.24440, 1.37664, -0.06655]]
}